1.
Entry from OMol25: 8 unconnected molecules or ions with the total composition C47H118N8O8 (ωB97M-V/def2-TZVPD).

E = -78892.611 eV
LUMO (alpha / beta) = -9.2 / -9.2 eV
<S²> = 0.751

ORCA input file:
```
! wB97M-V def2-TZVPD RIJCOSX def2/J DEFGRID3
* xyz 5 2
N -0.8659 0.3703 0.1217
O -0.2006 -0.4854 0.6068
O -1.2379 0.2789 -1.0713
O -1.1152 1.3724 0.7723
C -1.4801 1.5474 -4.1649
N -2.5098 1.2581 -5.2746
C -3.7641 2.1833 -5.1910
C -1.7706 1.5581 -6.5804
C -2.9988 -0.2457 -5.1439
C -4.1406 -0.6504 -6.0919
O -5.4528 -0.3563 -5.7824
H -1.8460 1.4359 -3.1442
H -1.3699 2.6288 -4.2453
H -0.5642 1.0511 -4.4857
H -3.5350 3.2279 -5.4016
H -4.3306 2.0199 -4.2742
H -4.4267 1.9710 -6.0300
H -1.3857 2.5757 -6.6470
H -2.2987 1.1641 -7.4487
H -0.9212 0.8761 -6.5401
H -3.3937 -0.2223 -4.1282
H -2.0640 -0.8000 -5.2283
H -4.1272 -1.7153 -6.3242
H -3.8526 -0.2108 -7.0468
H -5.8554 -0.4175 -6.6517
C -6.4211 -3.7283 -0.8071
N -5.4554 -2.6442 -1.2894
C -4.2181 -3.3847 -1.8879
C -6.0681 -1.7507 -2.3808
C -5.0270 -1.8150 0.0008
C -3.8286 -0.8262 -0.1297
O -3.9617 0.0980 -1.2137
H -7.2943 -3.2496 -0.3638
H -5.9010 -4.3941 -0.1183
H -6.7642 -4.2229 -1.7158
H -4.5679 -3.7714 -2.8451
H -3.9619 -4.2422 -1.2657
H -3.4033 -2.6626 -1.9395
H -5.2670 -1.2439 -2.9189
H -6.8405 -1.1931 -1.8513
H -6.5054 -2.4123 -3.1286
H -4.7076 -2.6610 0.6094
H -5.9677 -1.3548 0.3029
H -2.9762 -1.4788 -0.3184
H -3.5702 -0.2164 0.7360
H -3.0218 0.2926 -1.1987
C -1.6275 3.9419 -1.4220
N -1.3796 5.2286 -0.6361
C -0.3983 4.8894 0.4778
C -0.5902 6.2168 -1.5224
C -2.6756 5.8474 -0.0351
C -3.4274 4.9237 1.0115
O -2.7111 4.7493 2.1893
H -0.6350 3.6283 -1.7456
H -2.2106 4.0746 -2.3333
H -2.0917 3.2254 -0.7442
H -0.2125 5.8083 1.0339
H 0.4779 4.4430 0.0076
H -0.8265 4.1769 1.1828
H -0.3510 7.0588 -0.8728
H -1.2422 6.5994 -2.3076
H 0.2450 5.7100 -2.0058
H -3.1966 5.9354 -0.9885
H -2.2925 6.8093 0.3056
H -3.6721 3.9477 0.5923
H -4.3838 5.4168 1.1857
H -3.3528 4.7549 2.9033
C 4.5824 2.8128 6.9329
C 3.7820 3.5260 5.8873
C 3.8668 2.9407 4.4519
N 3.3575 3.9031 3.3665
C 4.4221 4.9931 3.0709
C 1.9415 4.4471 3.7867
C 0.9636 3.3358 3.5583
C 1.5385 2.5746 2.3671
C 2.8991 3.1971 2.0904
H 5.6032 2.8964 6.5601
H 4.4832 1.7374 7.0801
H 4.4594 3.1601 7.9588
H 3.9489 4.6002 5.9659
H 2.7596 3.2846 6.1781
H 3.3321 1.9975 4.3399
H 4.9030 2.7083 4.2063
H 4.5347 5.6236 3.9528
H 3.8837 5.6871 2.4254
H 5.2089 4.4658 2.5313
H 1.7556 5.2920 3.1236
H 1.9278 4.7650 4.8292
H 0.0699 3.9453 3.4248
H 0.7866 2.8236 4.5040
H 0.8890 2.5992 1.4920
H 1.7432 1.5832 2.7712
H 2.9337 3.9023 1.2600
H 3.6450 2.4595 1.7942
C -1.1936 -6.1232 7.5935
C -1.1789 -5.5070 6.2157
C -1.4711 -3.9466 6.3258
N -1.1184 -3.2170 5.0123
C -1.8055 -3.8776 3.7745
C 0.3376 -2.9184 4.6115
C 0.4511 -1.6843 3.7278
C -0.8984 -0.9507 3.9789
C -1.6545 -1.7391 5.0637
H -0.3860 -5.7117 8.1991
H -1.0399 -7.1847 7.3991
H -2.0893 -6.0401 8.2090
H -1.7769 -5.9919 5.4441
H -0.1627 -5.6420 5.8453
H -0.9445 -3.4358 7.1320
H -2.5157 -3.6405 6.3829
H -2.8932 -3.8324 3.8288
H -1.4110 -4.8733 3.5718
H -1.6211 -3.2710 2.8878
H 0.7871 -3.7924 4.1402
H 0.8051 -2.8393 5.5930
H 0.5220 -1.9889 2.6837
H 1.3009 -1.0406 3.9551
H -1.5001 -0.8147 3.0803
H -0.6686 0.0455 4.3569
H -2.7181 -1.6856 4.8310
H -1.3149 -1.3893 6.0386
C 2.6534 -2.0611 0.3777
C 2.1061 -2.4742 -1.0165
N 1.1514 -3.7258 -0.8813
C 0.6174 -4.1563 -2.2326
C 1.9872 -4.9525 -0.3097
C 3.3057 -5.2145 -1.0570
C -0.0499 -3.6009 0.0899
C -1.0751 -4.7344 0.2534
O -1.7053 -5.2532 -0.8841
C -2.1640 -6.6018 -0.7010
H 3.1361 -1.0841 0.3546
H 3.4456 -2.7343 0.7055
H 1.8694 -1.8124 1.0929
H 2.7475 -2.5176 -1.8967
H 1.3577 -1.7166 -1.2491
H 0.3350 -5.2089 -2.2188
H 1.4547 -4.0257 -2.9181
H -0.2438 -3.5471 -2.5073
H 1.3324 -5.8231 -0.3469
H 2.1540 -4.6008 0.7084
H 3.9711 -4.4021 -1.3492
H 3.2549 -6.0495 -1.7559
H 3.8579 -5.7505 -0.2851
H -0.5388 -2.7007 -0.2823
H 0.3077 -3.3373 1.0853
H -1.8666 -4.3931 0.9205
H -0.7752 -5.5606 0.8980
H -2.5836 -7.0973 -1.5765
H -2.8525 -6.6873 0.1397
H -1.3384 -7.2760 -0.4729
C 4.0801 4.3331 -4.3058
C 4.2438 2.7560 -4.2408
N 3.8389 2.0216 -2.9460
C 4.8297 2.2283 -1.7468
C 2.4434 2.4946 -2.4692
C 1.9018 1.6704 -1.1606
C 3.6666 0.4716 -3.3018
C 4.8632 -0.1871 -4.0849
O 6.0772 0.1004 -3.4680
C 6.5749 -1.1501 -2.8015
H 3.0301 4.5808 -4.4619
H 4.5218 4.7723 -5.2002
H 4.3697 4.9359 -3.4451
H 5.2914 2.4692 -4.3317
H 3.6708 2.2337 -5.0070
H 5.4219 3.0517 -2.1461
H 5.4481 1.3309 -1.7684
H 4.4505 2.4809 -0.7566
H 1.7307 2.4025 -3.2888
H 2.5059 3.5617 -2.2561
H 1.3141 0.9545 -1.7351
H 1.2762 2.2749 -0.5038
H 2.5227 1.1024 -0.4678
H 2.7700 0.5160 -3.9201
H 3.2753 0.0188 -2.3907
H 4.8441 0.2963 -5.0617
H 4.6540 -1.2440 -4.2496
H 7.6643 -1.1280 -2.8277
H 6.4533 -2.0043 -3.4675
H 6.1418 -1.3533 -1.8221
*
```

These are the Mulliken partial charges, in e, on atoms 1 to 99:
1. N 0.4072
2. O 0.1455
3. O -0.3948
4. O -0.6936
5. C -0.5107
6. N 0.7368
7. C -1.0085
8. C -0.9773
9. C -0.0192
10. C -0.8685
11. O -0.5113
12. H -0.6267
13. H 0.1818
14. H -0.0901
15. H 0.3627
16. H 0.3646
17. H 0.4351
18. H 0.3518
19. H 0.3221
20. H 0.4506
21. H -0.1526
22. H 0.3759
23. H 0.5674
24. H 0.4736
25. H 0.3508
26. C -0.8429
27. N 0.0331
28. C -0.9521
29. C -0.7201
30. C -0.8117
31. C 1.0755
32. O -0.5744
33. H 0.3868
34. H 0.3954
35. H 0.4019
36. H 0.4480
37. H 0.3985
38. H 0.1958
39. H 0.2010
40. H 0.3662
41. H 0.3749
42. H 0.2815
43. H 0.4113
44. H -0.8916
45. H 0.7093
46. H 0.0981
47. C -0.7311
48. N 0.3996
49. C -0.9947
50. C -0.9153
51. C -0.4104
52. C -0.6405
53. O -0.4895
54. H -0.1833
55. H 0.5265
56. H 0.2641
57. H 0.6394
58. H 0.2278
59. H 0.1549
60. H 0.3999
61. H 0.3877
62. H 0.2629
63. H 0.4022
64. H 0.4437
65. H 0.1981
66. H 0.5924
67. H 0.3524
68. C -1.5518
69. C -0.3220
70. C -0.4643
71. N 0.4516
72. C -0.9237
73. C -0.8099
74. C -0.5113
75. C 2.8112
76. C -1.0164
77. H 0.3854
78. H 0.3340
79. H 0.3874
80. H 0.3176
81. H 0.2961
82. H 0.2335
83. H 0.6042
84. H 0.3651
85. H 0.3968
86. H 0.3369
87. H 0.3578
88. H 0.5440
89. H 0.1798
90. H 0.3524
91. H -2.2650
92. H 0.0150
93. H 0.1102
94. H 0.2534
95. C -1.4086
96. C -0.2475
97. C -0.6876
98. N 0.4434
99. C -0.8697

=====

2.
Entry from OMol25: 11 unconnected molecules or ions with the total composition C47H122N6O17 (ωB97M-V/def2-TZVPD).

E = -94454.191 eV
SMILES string = COCCNCCOC.COCCNCCOC.COCCNCCOC.COCCNCCOC.COCCNCCOC.COCCNCCOC.CC(C)O.CCO.CCO.CCO.CCO
LUMO = 0.6 eV
Energy above the lowest of the compared OMol25 structures with the same formula, charge and spin = 235.3 kJ/mol

ORCA input file:
```
! wB97M-V def2-TZVPD RIJCOSX def2/J DEFGRID3
* xyz 0 1
C -26.0145 -17.2068 15.8010
C -26.9859 -16.0606 15.6477
C -28.3990 -16.3257 16.2000
O -26.4709 -14.9101 16.1837
H -25.8883 -17.3906 16.8737
H -25.0015 -17.0840 15.4045
H -26.3747 -18.0868 15.3030
H -27.0055 -15.8406 14.5429
H -29.0340 -15.5401 15.8149
H -28.2105 -16.1968 17.3121
H -28.7171 -17.3559 15.9253
H -26.3225 -14.9846 17.1568
C -25.4906 -5.1873 12.1748
O -24.7728 -6.1397 12.9032
C -25.5476 -6.5321 14.0690
C -24.9598 -7.6713 14.8480
N -23.6848 -7.4359 15.5910
C -22.5937 -6.9996 14.7837
C -21.3409 -6.9975 15.6427
O -21.3648 -5.8499 16.4101
C -20.1868 -5.7015 17.1759
H -25.4571 -4.2217 12.6388
H -26.5274 -5.4667 12.0754
H -25.0598 -5.1011 11.1897
H -26.5403 -6.8406 13.7200
H -25.5988 -5.6227 14.6777
H -24.8777 -8.5697 14.2122
H -25.8345 -7.9552 15.4594
H -23.4508 -8.3125 16.0394
H -22.7958 -5.9724 14.4530
H -22.4236 -7.6002 13.8607
H -20.5089 -7.0704 14.9857
H -21.2874 -7.8892 16.2782
H -19.9448 -6.5883 17.7411
H -20.3511 -4.8905 17.8569
H -19.3603 -5.4163 16.5137
C -22.0037 -17.5904 14.5741
O -22.6172 -17.0552 15.7959
C -22.0621 -15.7735 16.0964
C -22.6979 -14.6316 15.3615
N -21.9811 -14.4371 14.1125
C -22.8142 -13.5606 13.2913
C -24.2074 -14.0370 12.9727
O -24.0321 -15.3864 12.5138
C -25.2236 -16.0139 11.9988
H -22.6324 -17.2459 13.7347
H -22.0732 -18.6956 14.5365
H -20.9710 -17.2561 14.4483
H -20.9854 -15.8494 15.8901
H -22.2913 -15.6195 17.1505
H -22.6549 -13.7526 15.9879
H -23.7168 -14.8776 15.3271
H -21.9194 -15.3308 13.6196
H -22.2538 -13.2103 12.4130
H -22.8258 -12.6882 13.9246
H -24.6583 -13.4613 12.1603
H -24.8496 -14.0109 13.8894
H -25.1349 -17.0961 12.0360
H -25.3479 -15.6637 10.9683
H -26.0646 -15.6762 12.5525
C -21.9186 -13.1627 5.2770
O -21.4662 -11.9544 5.8148
C -20.4363 -12.0115 6.8218
C -21.0179 -12.2409 8.2053
N -22.0305 -11.2378 8.5431
C -23.0486 -11.7786 9.4668
C -23.8628 -10.7760 10.1997
O -24.8680 -11.5320 10.9499
C -25.5881 -10.7497 11.9021
H -22.4471 -13.0183 4.3164
H -22.6933 -13.6677 5.9166
H -21.0739 -13.8331 5.1557
H -19.8806 -11.1001 6.7472
H -19.7484 -12.8078 6.6312
H -20.2824 -12.3112 8.9908
H -21.4891 -13.2417 8.1512
H -22.4777 -11.0231 7.5918
H -22.5666 -12.4627 10.1675
H -23.7705 -12.3697 8.9401
H -24.3253 -10.0556 9.5399
H -23.1973 -10.1599 10.8118
H -26.4102 -11.3464 12.2677
H -25.9447 -9.7756 11.4585
H -24.9306 -10.6110 12.7217
C -35.2197 -12.6044 8.0713
O -34.1462 -12.9488 8.9794
C -34.0051 -12.0981 10.0576
C -32.8501 -12.7768 10.7243
N -31.6649 -12.7333 9.8901
C -30.5327 -13.6141 10.4177
C -29.6582 -12.7906 11.3454
O -28.5243 -13.5137 11.6337
C -28.8367 -14.7930 12.2663
H -36.2206 -12.8701 8.4206
H -35.0122 -13.1516 7.1685
H -35.1649 -11.5799 7.7713
H -34.9274 -12.0671 10.6528
H -33.7660 -11.1401 9.6246
H -33.1142 -13.8419 10.9302
H -32.6596 -12.2322 11.6435
H -31.8710 -12.9180 8.9174
H -29.9229 -13.8784 9.5612
H -30.9629 -14.5045 10.8537
H -30.2184 -12.4460 12.2779
H -29.3306 -11.8607 10.7756
H -29.1508 -15.5925 11.5653
H -29.5909 -14.7148 13.0930
H -27.9032 -15.1606 12.7659
C -35.3244 -16.4026 16.9090
O -34.5719 -15.8400 15.8344
C -35.4383 -15.0873 14.8940
C -34.5987 -14.0684 14.1042
N -33.8984 -13.1305 14.9492
C -32.5504 -13.6346 15.1860
C -31.9008 -12.8859 16.3802
O -30.5698 -13.1629 16.5476
C -30.0523 -12.7236 17.7884
H -36.0648 -17.1272 16.5651
H -35.9199 -15.6986 17.4609
H -34.7122 -16.9596 17.6286
H -36.2145 -14.5806 15.4901
H -35.9228 -15.8418 14.2664
H -35.2752 -13.5045 13.4080
H -33.9669 -14.6261 13.4380
H -33.7569 -12.1922 14.5674
H -31.8251 -13.5851 14.3533
H -32.6637 -14.6856 15.5225
H -32.4439 -13.1852 17.3140
H -32.0696 -11.7976 16.1956
H -30.6169 -13.1540 18.6563
H -30.1731 -11.6300 17.7146
H -28.9782 -12.9435 17.8885
C -22.4826 -9.2884 19.1117
O -23.7063 -9.3484 18.4495
C -24.8369 -9.1486 19.2551
C -25.0825 -7.7307 19.5828
N -25.3405 -6.9897 18.3770
C -25.5658 -5.5594 18.5175
C -24.3788 -4.7223 18.9881
O -24.0917 -5.1182 20.2890
C -22.8311 -4.6085 20.7212
H -22.2403 -10.0533 19.8187
H -22.3722 -8.3869 19.6796
H -21.6924 -9.2447 18.3186
H -24.8168 -9.7163 20.1906
H -25.6877 -9.4954 18.6782
H -24.2114 -7.2769 20.0962
H -26.0412 -7.7167 20.0890
H -24.5781 -7.1571 17.7428
H -26.4485 -5.3298 19.1371
H -25.7440 -5.2387 17.4884
H -24.5693 -3.6704 18.8797
H -23.4635 -4.9538 18.3799
H -22.6791 -3.4958 20.6544
H -22.0176 -5.0661 20.0718
H -22.8365 -4.8967 21.7648
C -24.6169 -13.2348 19.3788
C -24.9428 -14.6973 19.5255
O -26.2826 -14.9097 19.0534
H -24.6851 -12.8833 18.3543
H -23.5590 -13.0142 19.6596
H -25.2313 -12.5978 20.0154
H -24.9201 -14.8977 20.5789
H -24.2427 -15.3463 18.9933
H -26.7575 -15.5511 19.5184
C -29.0321 -8.5109 11.1649
C -29.1617 -9.3723 12.4336
O -28.6372 -8.6449 13.5682
H -29.5918 -9.0161 10.3705
H -27.9284 -8.4483 10.8953
H -29.4136 -7.5758 11.3693
H -28.6107 -10.3345 12.4156
H -30.2173 -9.6682 12.6099
H -28.4622 -9.3099 14.2351
C -25.6994 -11.3721 15.7961
C -27.2277 -11.5702 15.7507
O -28.1217 -10.4765 15.6028
H -25.2764 -10.8650 16.6940
H -25.2737 -10.7840 14.9358
H -25.3322 -12.3677 15.6972
H -27.4573 -12.1913 16.5861
H -27.3244 -12.1566 14.8628
H -27.7532 -9.7593 16.2166
C -28.9715 -6.5322 16.2192
C -28.6287 -7.2118 17.5096
O -27.6594 -8.2938 17.3215
H -28.1641 -5.9092 15.8398
H -29.8511 -5.8617 16.4392
H -29.2291 -7.2222 15.4465
H -29.5127 -7.7231 17.9482
H -28.2189 -6.5221 18.2307
H -26.7845 -7.8037 17.4749
*
```

These are the Mulliken partial charges, in e, on atoms 1 to 99:
1. C -1.4707
2. C 2.0655
3. C -1.0704
4. O 0.6761
5. H 0.2672
6. H 0.1608
7. H 0.4530
8. H -1.3432
9. H 0.2442
10. H 0.0696
11. H 0.3835
12. H -0.3036
13. C -0.8286
14. O -0.3529
15. C -1.1515
16. C 1.4872
17. N 0.1143
18. C -0.5614
19. C -0.5891
20. O -0.2187
21. C -0.9225
22. H 0.3200
23. H 0.3113
24. H 0.2773
25. H 0.5351
26. H 0.3882
27. H -0.4737
28. H -0.6074
29. H -0.0269
30. H 0.3423
31. H 0.3214
32. H 0.5704
33. H 0.1073
34. H 0.3690
35. H 0.2568
36. H 0.3293
37. C -0.6052
38. O -0.4053
39. C -1.0872
40. C 0.4622
41. N -0.4108
42. C -0.8078
43. C 0.7075
44. O -0.4084
45. C -0.4276
46. H 0.0582
47. H 0.2582
48. H 0.3645
49. H 0.5403
50. H 0.3641
51. H 0.2377
52. H -0.0811
53. H 0.3364
54. H 0.0038
55. H 0.3586
56. H 0.9074
57. H -0.8072
58. H 0.3211
59. H 0.2943
60. H -0.3255
61. C -0.6145
62. O -0.3859
63. C -0.7982
64. C -0.4098
65. N -0.4346
66. C -0.2675
67. C -0.7186
68. O -0.1072
69. C -0.3632
70. H 0.2387
71. H 0.2223
72. H 0.3061
73. H 0.3660
74. H 0.4190
75. H 0.4235
76. H 0.2862
77. H 0.3375
78. H -0.0286
79. H 0.3338
80. H 0.3062
81. H 0.3411
82. H 0.0820
83. H 0.0771
84. H 0.3581
85. C -0.8349
86. O -0.3421
87. C -0.7293
88. C -0.1081
89. N -0.2552
90. C -0.8721
91. C 0.1084
92. O -0.0209
93. C 0.7327
94. H 0.2656
95. H 0.2692
96. H 0.3464
97. H 0.3352
98. H 0.3781
99. H 0.1739

=====

no.,largest force on an atom (eV/Å)
1,4.53
2,3.74